P | Here is a single C5H13N3O2 molecule from the Open Molecules 2025 dataset. Energies are from ωB97M-V/def2-TZVPD.

Calculated values
Molecular weight in g/mol: 147.18
LUMO level in eV: 0.67
SMILES: NC(N)[C@]1([NH2+][O-])CCCO1
HOMO in Eh: -0.293
HOMO-LUMO gap in eV: 8.657
Charge: 0

Element x y z (Å)
1 H 0.88788 -1.54448 1.15719
2 H -0.07326 1.25226 -1.92032
3 H 2.19913 0.81426 0.68679
4 H 1.89843 0.06721 2.19445
5 H 1.42961 0.47223 -1.65133
6 C -2.22889 0.30845 0.61026
7 O -0.72137 -0.90269 -0.79037
8 O 1.09284 2.12510 -0.65718
9 H -2.17879 0.34853 -1.61957
10 C -2.09413 -0.34232 -0.72516
11 H 1.04217 -1.86648 -1.15229
12 C 0.10183 -0.12656 -0.11963
13 N 2.14215 -0.03613 1.20788
14 H -2.71887 1.29349 0.40111
15 C -0.72985 0.68640 0.92211
16 C 1.31253 -0.85896 0.53250
17 H -2.72219 -1.15774 -0.98626
18 H 2.53440 -2.10120 -0.45151
19 H -0.55134 1.78159 0.99840
20 H -0.39047 0.41872 1.91179
21 N 0.65776 0.99462 -1.18997
22 H -2.78356 -0.19423 1.32377
23 N 1.89400 -1.43206 -0.68265


Q | Here is 2 unconnected molecules or ions with the total composition C5H13N3O2 from the Open Molecules 2025 dataset. Energies are from ωB97M-V/def2-TZVPD.

Calculated values
Molecular weight in g/mol: 147.18
LUMO level (spin up / spin down) in eV: -0.49 / -0.50
SMILES: CCC(C)=O.NC(N)=NO
HOMO (spin up / spin down) in Eh: -0.321 / -0.321
HOMO-LUMO gap (spin up / spin down) in eV: 8.241 / 8.242
Charge: 0

Element x y z (Å)
1 C 1.66028 1.82182 -0.27248
2 H 2.45214 2.40921 -0.74347
3 H 2.35341 0.07297 -1.29762
4 H 0.88667 0.78356 -2.02230
5 O 1.41820 -1.03925 0.81222
6 C -1.03503 0.05710 0.81831
7 H -1.73957 -1.94423 0.83191
8 N -1.70394 -1.07309 1.33858
9 H -0.28191 -2.52894 -0.63206
10 N -0.46135 0.92378 1.76932
11 H 0.99259 -2.02388 -1.78568
12 H -3.27371 -0.27966 -0.13810
13 H 0.32954 0.50358 2.24657
14 H 0.79366 2.48117 -0.28515
15 H -1.29866 -1.30997 2.24071
16 C 0.70743 -0.67919 -0.13257
17 C 1.40498 0.57121 -1.08946
18 O -2.56786 -0.06272 -0.80982
19 H 2.04275 1.56249 0.71426
20 H -0.49437 -1.20014 -1.84447
21 N -1.67494 0.74579 -0.18541
22 H -0.69251 1.89443 1.61040
23 C 0.18221 -1.68603 -1.14369


Which structure is the least stable? The one labeled Q.


P | Here is 2 unconnected molecules or ions with the total composition C3H5Br2NO2 from the Open Molecules 2025 dataset. Energies are from ωB97M-V/def2-TZVPD.

Calculated values
Molecular weight in g/mol: 246.89
LUMO level (spin up / spin down) in eV: -1.05 / -1.05
HOMO (spin up / spin down) in Eh: -0.338 / -0.338
HOMO-LUMO gap (spin up / spin down) in eV: 8.148 / 8.150
Charge: 0

Element x y z (Å)
1 H 0.93270 -0.59859 1.19017
2 H 2.19428 -1.08760 -0.71412
3 O -1.64680 -1.14868 1.67285
4 N -1.64202 -0.03568 1.15808
5 C 0.85832 0.07261 0.33075
6 Br -1.76499 1.57711 -1.14585
7 C -1.36995 -0.11371 -0.20364
8 H 0.60860 1.05505 0.53641
9 C 1.67698 -0.09223 -0.83582
10 O -1.68356 1.07577 1.70783
11 Br -1.66118 -1.70476 -1.03545
12 H 1.12262 0.20892 -1.78613
13 H 2.37500 0.79180 -0.87509


Q | Here is 2 unconnected molecules or ions with the total composition C3H5Br2NO2 from the Open Molecules 2025 dataset. Energies are from ωB97M-V/def2-TZVPD.

Calculated values
Molecular weight in g/mol: 246.89
LUMO level (spin up / spin down) in eV: -0.65 / -1.49
HOMO (spin up / spin down) in Eh: -0.367 / -0.299
HOMO-LUMO gap (spin up / spin down) in eV: 9.332 / 6.641
Charge: 0

Element x y z (Å)
1 H 0.36449 0.75187 1.01693
2 Br 2.82349 -1.05950 -1.28680
3 H 1.09000 -0.98823 1.21188
4 N 3.75159 -0.47016 1.66624
5 O 3.58135 -0.09508 2.76634
6 C 2.06612 0.29695 -0.17633
7 Br 2.52501 2.04063 -0.38300
8 H -0.17246 -1.14207 -1.22390
9 H -0.63104 0.59445 -0.95628
10 C 0.82825 -0.05533 0.51614
11 H -1.27122 -0.63909 0.20069
12 C -0.30501 -0.38025 -0.41442
13 O 4.30297 -1.44142 1.24963


Which structure is the least stable? The one labeled P.


P | Here is 2 unconnected molecules or ions with the total composition C2H5O2S from the Open Molecules 2025 dataset. Energies are from ωB97M-V/def2-TZVPD.

Calculated values
Molecular weight in g/mol: 93.13
LUMO level in eV: 3.42
HOMO in Eh: -0.102
HOMO-LUMO gap in eV: 6.207
Charge: -1

Element x y z (Å)
1 C 0.49273 0.51818 0.93488
2 O -0.77749 1.89567 -0.57471
3 H 0.26498 1.09513 1.83084
4 H -1.32718 -3.35487 0.94735
5 H 1.50621 0.12543 0.98545
6 H 1.22659 2.17569 -1.62967
7 C 0.22099 1.26295 -0.32685
8 O 1.29115 1.32971 -1.17708
9 H -0.21432 -0.37171 0.91881
10 S -0.62036 -2.30533 0.47097


Q | Here is 2 unconnected molecules or ions with the total composition C2H5O2S from the Open Molecules 2025 dataset. Energies are from ωB97M-V/def2-TZVPD.

Calculated values
Molecular weight in g/mol: 93.13
LUMO level in eV: 3.85
HOMO in Eh: -0.150
HOMO-LUMO gap in eV: 7.936
Charge: -1

Element x y z (Å)
1 H -0.33692 2.76651 0.48877
2 S -0.21102 -1.78868 -0.79240
3 C 0.86762 -1.02336 -2.12176
4 H 0.88662 -1.67845 -3.02556
5 H 0.41904 -0.04771 -2.21860
6 O -0.40163 0.78440 0.68342
7 C -0.29529 1.94375 1.25463
8 O 0.10958 2.12912 2.38075
9 H 1.91563 -0.89406 -1.84745
10 H -0.60575 -0.35788 -0.02932


Which structure is the least stable? The one labeled Q.


P | Here is 2 unconnected molecules or ions with the total composition C4H9BrN from the Open Molecules 2025 dataset. Energies are from ωB97M-V/def2-TZVPD.

Calculated values
Molecular weight in g/mol: 151.03
LUMO level (spin up / spin down) in eV: -5.27 / -4.96
HOMO (spin up / spin down) in Eh: -0.490 / -0.509
HOMO-LUMO gap (spin up / spin down) in eV: 8.067 / 8.903
Charge: +1

Element x y z (Å)
1 H 0.72849 -0.97561 1.12239
2 H -2.92652 -1.35282 1.37798
3 H 1.89758 1.61809 -0.61101
4 H -2.72558 -1.95892 -0.19859
5 N 0.25071 0.68350 -0.10055
6 H 1.42004 1.94076 1.20857
7 C -0.02833 -0.58615 0.43585
8 C -2.58101 -1.07755 0.45934
9 H -0.50924 -0.37099 -1.80442
10 H -0.59632 1.28454 -0.35229
11 H 2.21789 0.45136 0.83326
12 C 1.45967 1.24281 0.30632
13 Br -3.26705 0.42342 -0.23631
14 C 0.29845 -0.45820 -0.98575
15 H 1.20981 -0.73816 -1.43913


Q | Here is 2 unconnected molecules or ions with the total composition C4H9BrN from the Open Molecules 2025 dataset. Energies are from ωB97M-V/def2-TZVPD.

Calculated values
Molecular weight in g/mol: 151.03
LUMO level in eV: -3.08
HOMO in Eh: -0.499
HOMO-LUMO gap in eV: 10.498
Charge: +1

Element x y z (Å)
1 H 0.98810 0.64492 0.26109
2 C -0.49086 2.33867 -0.06832
3 N -1.06144 0.06061 -0.05652
4 H 0.09033 3.22821 -0.00550
5 H -2.01438 -1.55198 1.22714
6 C -0.76327 -1.21517 -0.67172
7 H 0.29186 -1.58038 -0.99635
8 H 5.76627 -0.42624 -0.72092
9 C -1.11320 -1.19940 0.77371
10 H -1.46535 2.70218 -0.04113
11 H -1.42533 -1.45764 -1.38567
12 C -0.04956 1.10280 0.05917
13 H -2.03631 0.29668 -0.08037
14 H -0.43977 -1.23002 1.58612
15 Br 4.62703 -1.01778 -0.14008


Which structure is the least stable? The one labeled P.


P | Here is a single C4H6NP molecule from the Open Molecules 2025 dataset. Energies are from ωB97M-V/def2-TZVPD.

Calculated values
Molecular weight in g/mol: 99.07
LUMO level (spin up / spin down) in eV: -0.01 / -0.01
HOMO (spin up / spin down) in Eh: -0.302 / -0.302
HOMO-LUMO gap (spin up / spin down) in eV: 8.215 / 8.216
Charge: 0

Element x y z (Å)
1 H 1.32088 2.53027 -0.19617
2 C -0.44031 -0.21845 0.23378
3 P 1.49694 -0.80841 -1.36164
4 H -2.32782 -1.15485 -0.40566
5 C 1.14258 1.46951 -0.20329
6 H -1.90138 -1.10942 1.31314
7 H -1.00792 -2.10182 0.23520
8 H -0.71717 1.81478 0.86235
9 C -1.56463 -1.12570 0.35968
10 N 1.83996 0.83351 -1.00253
11 H 2.26639 -1.19223 -0.14088
12 C -0.10751 1.06282 0.30601


Q | Here is 2 unconnected molecules or ions with the total composition C4H6NP from the Open Molecules 2025 dataset. Energies are from ωB97M-V/def2-TZVPD.

Calculated values
Molecular weight in g/mol: 99.07
LUMO level in eV: -0.19
SMILES: [H]/N=P/C#C.C=C
HOMO in Eh: -0.341
HOMO-LUMO gap in eV: 9.083
Charge: 0

Element x y z (Å)
1 N -2.21576 -1.21165 0.45912
2 H 1.90749 -0.80005 -1.83729
3 H 1.06331 0.24235 1.15681
4 C -0.92201 2.13658 0.48956
5 H -0.99633 2.99660 1.13152
6 H 2.00876 1.00171 -0.14114
7 C -0.88515 0.94670 0.17778
8 H -2.67004 -2.08875 0.34701
9 C 1.52248 0.10623 0.17602
10 P -1.45424 -0.54202 -0.71673
11 C 1.43835 -0.88310 -0.72835
12 H 1.20314 -1.90459 -0.51432


Which structure is the least stable? The one labeled Q.